ORCA calculation (ωB97M-V/def2-TZVPD) on one molecule with the formula C4H3N.

Lowest unoccupied orbital energy (spin up / spin down) = -1.89 / -1.86 eV
HOMO-LUMO gap (spin up / spin down) = 0.2646 / 0.2753 Ha

```
! RIJCOSX wB97M-V def2-TZVPD def2/J DEFGRID3
* xyz 0 1
C 1.6345 -0.4560 0.9455
C 0.8532 -1.0480 0.0795
C -0.8565 0.5841 -0.3590
C -0.2844 1.4218 0.5380
N -0.3936 -0.6187 -0.1944
H 0.6086 0.9737 0.9026
H 1.0511 -2.0773 -0.3108
H -1.7721 0.6970 -0.7462
*
```